# C2H7BO3

A single C2H7BO3 molecule at a distorted geometry (wB97M-V/def2-TZVPD, the OMol25 dataset).

Geometry as ORCA input:
```
! wB97M-V def2-TZVPD RIJCOSX def2/J DEFGRID3
* xyz 0 1
C -0.77971 -0.34304 -1.44339
C -0.29235 -0.72404 -0.06258
O -1.66744 -0.62130 0.93905
B 0.80554 0.24076 0.57764
O 0.39100 1.21999 1.41413
O 2.09465 0.04879 0.22096
H 0.06436 -0.33315 -2.13406
H -1.52409 -1.05578 -1.79217
H -1.22565 0.65056 -1.42655
H -0.06637 -1.78220 0.00772
H -1.59546 0.26181 1.30044
H 1.05266 1.78683 1.80636
H 2.74285 0.65077 0.59245
*
```

Gap between HOMO and LUMO in eV: 9.97
Energy above the lowest of the compared OMol25 structures with the same formula, charge and spin in kcal per mole: 43.0
HOMO energy in eV: -9.90
Strongest force on any atom in hartree/bohr: 0.07490

=====

# CHCoF4O

A molecular structure, CHCoF4O at a distorted geometry (wB97M-V/def2-TZVPD, the OMol25 dataset).

Geometry as ORCA input:
```
! wB97M-V def2-TZVPD RIJCOSX def2/J DEFGRID3
* xyz 2 5
C -0.95477 -0.11231 0.26524
F -1.15718 -0.02041 -1.02795
F -2.22184 -0.15047 0.64324
F -0.44831 -0.77705 1.27592
F -0.09217 1.35024 0.43863
Co 1.61449 1.31068 -0.38184
O 1.35570 -0.43138 -0.74474
H 1.90408 -1.16929 -0.46850
*
```

Gap between HOMO and LUMO (spin up / spin down) in eV: 11.45 / 8.05
HOMO energy (spin up / spin down) in eV: -23.98 / -23.97
Strongest force on any atom in hartree/bohr: 0.15639

=====

# C5H9FO

A single C5H9FO molecule at a distorted geometry (wB97M-V/def2-TZVPD, the OMol25 dataset).

Geometry as ORCA input:
```
! wB97M-V def2-TZVPD RIJCOSX def2/J DEFGRID3
* xyz 0 3
C -0.27963 -0.45125 0.11463
C 1.13901 -0.16784 0.25950
C -0.86767 -1.74119 -0.34727
C -1.39981 0.56516 0.17069
C 1.62684 1.62968 -0.09526
O 0.52481 -0.54183 1.37681
F 1.95815 -0.99590 -0.38495
H -0.09155 -2.61871 -0.35784
H -1.26795 -1.46264 -1.37633
H -1.66425 -2.04311 0.48899
H -1.23738 1.26336 1.03266
H -2.44023 0.06567 0.23264
H -1.32047 1.09142 -0.67244
H 0.85277 1.83392 -0.78097
H 2.62838 1.63386 -0.55702
H 1.83898 1.93939 0.89617
*
```

Gap between HOMO and LUMO (spin up / spin down) in eV: 4.73 / 8.58
Energy above the lowest of the compared OMol25 structures with the same formula, charge and spin in kcal per mole: 119.7
HOMO energy (spin up / spin down) in eV: -3.89 / -11.32
Strongest force on any atom in hartree/bohr: 0.15373

=====

# C40H42NOP2Zr

A molecular structure, C40H42NOP2Zr at a distorted geometry (wB97M-V/def2-TZVPD, the OMol25 dataset).

Geometry as ORCA input:
```
! wB97M-V def2-TZVPD RIJCOSX def2/J DEFGRID3
* xyz 2 2
Zr -0.08313 -0.43151 4.74136
C -2.29203 -0.21006 5.66472
C -2.42153 -0.36743 4.28387
C -2.83522 0.74938 3.33959
C -1.66042 1.54971 2.71372
C -0.42237 1.60007 3.57727
C -0.47165 1.84453 4.95991
C -1.71593 2.29255 5.69695
C -2.45515 1.11910 6.37172
C 1.99445 0.41922 4.51626
H -2.45654 -1.07861 6.31121
H -2.51604 -1.38639 3.88435
H -3.53795 1.44292 3.83627
H -3.41857 0.28532 2.51939
H -1.42496 1.13279 1.71536
H -1.99877 2.58458 2.50609
H 0.51131 1.77555 3.04422
H 0.44378 2.08091 5.49598
H -2.37489 2.89851 5.05378
H -1.37760 2.99803 6.48314
H -2.07238 1.01958 7.40253
H -3.52623 1.36615 6.49437
H 2.59028 0.12583 5.39248
H 2.19668 1.48803 4.35491
H 2.41976 -0.10314 3.64107
P -0.00135 -2.14663 -4.34893
P 1.93704 0.49610 -4.59824
C -0.61711 -0.55925 -4.96481
C 0.19272 0.53002 -5.07259
C -0.86189 -3.33839 -5.45137
C -2.05236 -3.05542 -6.13621
C -2.66023 -4.03960 -6.92288
C -2.08931 -5.31049 -7.03050
C -0.88730 -5.59190 -6.36601
C -0.26424 -4.60892 -5.59779
C -0.92987 -2.30111 -2.75638
C -0.56655 -1.44230 -1.69890
C -1.30283 -1.44679 -0.51263
C -2.41344 -2.29271 -0.37839
C -2.74749 -3.17336 -1.41253
C -1.99255 -3.19767 -2.58793
C 2.64158 1.25203 -6.14430
C 2.60850 0.47139 -7.31746
C 2.96878 1.03026 -8.54424
C 3.37106 2.37126 -8.61518
C 3.45133 3.13341 -7.44573
C 3.11553 2.56901 -6.21017
C 2.01383 1.89647 -3.41047
C 3.14767 1.96221 -2.57409
C 3.32601 3.05427 -1.72595
C 2.36843 4.07717 -1.68565
C 1.22012 3.98650 -2.47706
C 1.02517 2.88408 -3.31598
H -1.67729 -0.50502 -5.24027
H -0.16465 1.46858 -5.52078
H -2.52188 -2.07799 -6.05839
H -3.58866 -3.80744 -7.44678
H -2.57745 -6.08108 -7.63005
H -0.43884 -6.58309 -6.44674
H 0.68203 -4.81912 -5.09570
H 0.28061 -0.76398 -1.82255
H -1.01525 -0.78946 0.31045
H -3.01466 -2.26447 0.53252
H -3.60143 -3.84351 -1.31050
H -2.24977 -3.89779 -3.38306
H 2.26982 -0.56475 -7.26573
H 2.92997 0.42509 -9.45145
H 3.62117 2.81747 -9.57975
H 3.76994 4.17594 -7.49109
H 3.19375 3.17098 -5.30470
H 3.88826 1.16102 -2.60746
H 4.21664 3.11476 -1.09926
H 2.51889 4.94100 -1.03583
H 0.46893 4.77691 -2.44816
H 0.11228 2.80716 -3.90271
O 0.27154 -0.74094 6.62204
N 0.47766 -0.75553 7.98432
C -0.60209 -0.77018 8.78508
C -0.42198 -0.49239 10.12689
C 0.84147 -0.10617 10.58785
C 1.93802 -0.17580 9.72835
C 1.73516 -0.50853 8.39725
H -1.56229 -0.93112 8.28421
H -1.28876 -0.54044 10.78253
H 0.96796 0.23378 11.61624
H 2.94313 0.07810 10.05146
H 2.50167 -0.55722 7.63363
*
```

Gap between HOMO and LUMO (spin up / spin down) in eV: 5.52 / 2.77
Energy above the lowest of the compared OMol25 structures with the same formula, charge and spin in kcal per mole: 7.6
HOMO energy (spin up / spin down) in eV: -10.72 / -10.72
Strongest force on any atom in hartree/bohr: 0.07505